## w
A single C6H6O molecule. Source: the Open Molecules 2025 dataset; level of theory: ωB97M-V/def2-TZVPD.

Last column: Mulliken charge in e.
CARTESIAN COORDINATES (ANGSTROEM)
C 0.6106 -1.2311 -0.1274  -0.96
C -0.4919 -0.2293 -0.0990  0.61
C 0.0984 0.9506 -0.1443  0.30
C 1.7546 -0.6567 -0.1286  0.73
C 0.8547 2.0249 -0.0507  -0.93
C -1.8594 -0.7208 0.1676  -1.13
O 2.8019 -0.1704 -0.2912  -0.40
H 0.4698 -2.3137 -0.0250  0.33
H 1.1860 2.6130 -0.8297  0.31
H 1.3727 2.1256 0.8810  0.29
H -2.6023 -0.4769 -0.6808  0.26
H -2.1053 -0.1171 1.0443  0.27
H -2.0899 -1.7981 0.2837  0.34

* spin multiplicity: 1
* Kohn-Sham gap: 8.784 eV


## x
A single C6H6O molecule. Source: the Open Molecules 2025 dataset; level of theory: ωB97M-V/def2-TZVPD.

Last column: Mulliken charge in e.
CARTESIAN COORDINATES (ANGSTROEM)
O -2.1888 -0.1696 -1.1433  -0.53
C -0.9124 -0.5663 -0.7073  0.31
C 0.1084 0.6327 -0.8515  -0.51
C 1.1729 0.5893 0.1326  -0.12
C 1.9996 0.5312 1.0100  -0.35
C -0.7758 -1.0035 0.7024  -0.40
C -0.0882 -1.0957 1.7074  -0.30
H -2.6846 0.1127 -0.3653  0.37
H -0.5855 -1.3570 -1.3924  0.25
H -0.4462 1.5715 -0.7434  0.26
H 0.5618 0.6342 -1.8510  0.27
H 2.9180 0.7443 1.4898  0.48
H 0.9207 -0.6240 2.0121  0.26

* spin multiplicity: 1
* Kohn-Sham gap: 10.404 eV
* SMILES string: C#CC[C@H](O)C#C


## y
A molecular structure, C6H6O. Source: the Open Molecules 2025 dataset; level of theory: ωB97M-V/def2-TZVPD.

Last column: Mulliken charge in e.
CARTESIAN COORDINATES (ANGSTROEM)
O -0.1262 -0.9039 2.1882  -0.47
C 0.6712 -0.9898 1.0941  -0.26
C -1.1075 -0.9076 -1.1349  -0.71
C -0.9811 0.4085 -1.0895  0.38
C -0.4436 1.5684 -0.8939  -0.57
C 1.3009 0.0693 0.5745  0.12
C 1.3144 1.2058 -0.0473  -0.42
H -0.3766 0.0271 2.2901  0.36
H 0.9180 -2.0253 0.8694  0.36
H -1.8597 -1.4555 -0.5734  0.28
H -0.6255 -1.4493 -1.9470  0.26
H -0.8593 2.5588 -1.1686  0.34
H 2.1750 1.8935 -0.1615  0.34

* spin multiplicity: 1
* Kohn-Sham gap: 9.366 eV


Which structure is the most stable? The one labeled w.


## w
A single C6H6O molecule. Source: the Open Molecules 2025 dataset; level of theory: ωB97M-V/def2-TZVPD.

Last column: Mulliken charge in e.
CARTESIAN COORDINATES (ANGSTROEM)
C -0.2011 1.5890 -1.1948  -0.18
C 1.1485 -0.7492 -0.6096  -0.33
C 1.3591 0.1575 0.5811  -0.36
C 0.7324 0.6723 -0.6704  0.03
C 0.1423 -0.6355 0.4536  0.29
C -1.2057 -0.9273 0.9485  -1.06
O -0.5343 2.6364 -0.6711  -0.52
H -0.5673 1.3200 -2.2090  0.31
H 1.6826 -1.4778 -1.1687  0.46
H 2.1140 0.4223 1.2794  0.45
H -1.9232 -0.1513 0.6721  0.30
H -1.1913 -0.9772 2.0380  0.31
H -1.5559 -1.8793 0.5510  0.31

* spin multiplicity: 1
* Kohn-Sham gap: 8.678 eV
* SMILES string: C[C@@]12[C@H]3[C@@H]1[C@@]32C=O


## x
A molecular structure, C6H6O. Source: the Open Molecules 2025 dataset; level of theory: ωB97M-V/def2-TZVPD.

Last column: Mulliken charge in e.
CARTESIAN COORDINATES (ANGSTROEM)
C 2.7104 0.6158 0.0109  -0.01
C 1.5244 0.3938 0.0576  -1.09
C 0.1270 0.0454 -0.0159  0.77
C -1.0023 1.0398 -0.2128  -0.62
C -1.1618 0.0237 0.8452  -0.13
O -1.5733 -1.2147 0.2972  -0.42
C -0.3318 -1.3488 -0.4147  -0.37
H 3.7632 0.8125 -0.0120  0.43
H -1.6764 1.0177 -1.0653  0.21
H -0.7307 2.0247 0.1622  0.30
H -1.4943 0.2288 1.8594  0.38
H 0.2909 -2.1121 0.0660  0.30
H -0.4632 -1.5731 -1.4783  0.25

* spin multiplicity: 1
* Kohn-Sham gap: 10.287 eV


Which structure is the most stable? The one labeled x.


## w
A single CHNO2S molecule. Source: the Open Molecules 2025 dataset; level of theory: ωB97M-V/def2-TZVPD.

Last column: Mulliken charge in e.
CARTESIAN COORDINATES (ANGSTROEM)
C -1.5904 -0.3945 0.0275  0.60
N -0.4000 -0.1825 0.1128  -0.30
O -2.6882 -0.7455 0.0688  -0.38
O 1.8270 1.4751 0.4376  -0.45
S 1.0606 0.6107 -0.4503  0.36
H 1.7910 -0.7632 -0.1964  0.17

* spin multiplicity: 1
* Kohn-Sham gap: 10.073 eV


## x
2 unconnected molecules or ions with the total composition CHNO2S. Source: the Open Molecules 2025 dataset; level of theory: ωB97M-V/def2-TZVPD.

Last column: Mulliken charge in e.
CARTESIAN COORDINATES (ANGSTROEM)
C 1.3540 -0.1090 -0.5148  0.73
N -1.2862 -0.1294 0.1676  -0.35
O 1.0690 -0.9842 -1.1850  -0.34
O 1.8576 0.7295 0.0706  -0.36
S -0.6826 0.5779 1.4035  0.06
H -2.3119 -0.0848 0.0582  0.26

* spin multiplicity: 1
* Kohn-Sham gap (alpha / beta): 7.425 / 7.405 eV
* SMILES string: O=C=O.N=S


Which structure is the most stable? The one labeled x.


## w
2 unconnected molecules or ions with the total composition C2H4INO2. Source: the Open Molecules 2025 dataset; level of theory: ωB97M-V/def2-TZVPD.

Last column: Mulliken charge in e.
CARTESIAN COORDINATES (ANGSTROEM)
C 0.0313 0.8331 -0.0554  0.66
C 1.3069 -0.9677 0.0581  -0.68
N -2.1344 1.2493 0.3640  -0.62
O 0.8269 1.5866 -0.4636  -0.38
O 0.0699 -0.3354 0.3738  -0.23
I -2.8700 -0.5617 0.1394  0.13
H 1.3120 -1.8615 0.8434  0.21
H 2.1539 -0.3187 0.2277  0.34
H 1.3083 -1.3158 -1.0105  0.30
H -2.0048 1.6917 -0.4769  0.28

* spin multiplicity: 1
* Kohn-Sham gap (alpha / beta): 8.164 / 8.162 eV


## x
A single C2H4INO2 molecule. Source: the Open Molecules 2025 dataset; level of theory: ωB97M-V/def2-TZVPD.

Last column: Mulliken charge in e.
CARTESIAN COORDINATES (ANGSTROEM)
C 1.5862 0.1837 -0.1743  0.83
C -0.6452 0.4380 0.1273  -0.60
N 2.6710 -0.6423 -0.0779  -0.59
O 1.7502 1.3104 -0.5520  -0.58
O 0.5060 -0.4038 0.2443  -0.33
I 4.5853 0.0122 0.0537  0.18
H -1.4527 -0.0646 0.8568  0.19
H -0.8770 0.3868 -0.9232  0.30
H -0.4565 1.4746 0.3552  0.31
H 2.3974 -1.5518 0.3461  0.29

* spin multiplicity: 1
* Kohn-Sham gap: 8.899 eV
* SMILES string: COC(=O)NI


## y
2 unconnected molecules or ions with the total composition C2H4INO2. Source: the Open Molecules 2025 dataset; level of theory: ωB97M-V/def2-TZVPD.

Last column: Mulliken charge in e.
CARTESIAN COORDINATES (ANGSTROEM)
C -0.1391 0.1279 -0.9865  -0.72
C 0.5719 -0.7239 1.1137  -0.76
N -1.0150 1.0110 -0.5724  0.82
O -2.2236 0.7954 -0.6959  -0.54
O -0.5683 2.0395 -0.0505  -0.53
I 2.5917 -1.3273 0.9460  0.15
H 0.8804 0.2749 -1.2607  0.41
H -0.4304 -0.7754 -1.4732  0.40
H 0.5541 0.0160 1.8464  0.35
H -0.2216 -1.4381 1.1332  0.41

* spin multiplicity: 1
* Kohn-Sham gap (alpha / beta): 7.702 / 7.675 eV


Which structure is the most stable? The one labeled x.


## w
A gas-phase ion, C9H11O2 (charge -1). Source: the Open Molecules 2025 dataset; level of theory: ωB97M-V/def2-TZVPD.

Last column: Mulliken charge in e.
CARTESIAN COORDINATES (ANGSTROEM)
C 0.3195 0.3602 1.9429  -0.63
C 0.9485 -0.6946 2.5479  -0.10
C -0.7729 0.3750 1.1054  0.63
C -1.3892 -0.9287 0.6890  -0.65
C -1.4676 -0.3524 -1.7832  -0.21
C -1.1948 -1.3572 -0.7024  -0.51
C -0.2085 -0.3849 -1.5194  -0.23
C 1.1715 1.6567 -1.5465  -1.05
C 1.1812 0.1747 -1.4156  -0.25
O 1.8716 -0.6278 3.3231  -0.62
O -1.3468 1.3973 0.6302  -0.74
H 0.6141 1.3541 2.1658  0.34
H -1.1324 -1.6702 1.4656  0.41
H -2.4804 -0.7951 0.8728  0.24
H -2.3522 0.2435 -2.0147  0.33
H 0.5853 -1.8329 2.3354  0.10
H -1.3196 -2.3731 -0.9747  0.47
H 0.7134 2.1012 -0.6766  0.29
H 0.7172 1.9814 -2.4335  0.32
H 2.2631 1.8480 -1.6069  0.29
H 1.3667 -0.1231 -0.3730  0.13
H 1.9121 -0.3524 -2.0315  0.44

* spin multiplicity: 1
* Kohn-Sham gap: 7.478 eV
* total charge: -1
* SMILES string: CCC1=C[C@@H]1C/C([O-])=C\C=O


## x
2 unconnected molecules or ions with the total composition C9H11O2. Source: the Open Molecules 2025 dataset; level of theory: ωB97M-V/def2-TZVPD.

Last column: Mulliken charge in e.
CARTESIAN COORDINATES (ANGSTROEM)
C -1.9597 -2.4490 1.0241  -1.32
C -0.5242 1.0318 0.5572  -0.47
C -1.3521 1.8045 1.3577  -0.57
C -0.7973 -0.3321 0.4539  -0.41
C -1.7203 -0.9835 1.2621  0.80
C -2.3877 1.1734 2.0480  -0.38
C -2.4798 -0.2056 2.1344  -0.57
H 0.2547 1.4276 -0.0660  0.51
H -1.1394 2.8403 1.5913  0.35
H -0.2875 -0.8150 -0.3672  0.40
H -3.0735 1.7837 2.6308  0.34
H -2.2438 -2.9163 1.9716  0.38
H -1.0775 -2.9850 0.6872  0.35
H -3.3371 -0.6457 2.6436  0.32
H -2.7569 -2.5978 0.3010  0.26
C 3.7758 -0.2950 -1.4561  -0.81
C 2.4878 0.1949 -2.1704  0.45
O 1.4875 0.4454 -1.4529  -0.63
O 2.5655 0.2421 -3.4168  -0.73
H 3.9383 -1.3149 -1.7899  0.23
H 3.5902 -0.3082 -0.3758  0.24
H 4.5807 0.4273 -1.6009  0.24

* spin multiplicity: 1
* Kohn-Sham gap: 7.430 eV
* total charge: -1


Which structure is the most stable? The one labeled x.


## w
A single C5H6O2S molecule. Source: the Open Molecules 2025 dataset; level of theory: ωB97M-V/def2-TZVPD.

Last column: Mulliken charge in e.
CARTESIAN COORDINATES (ANGSTROEM)
C 2.7489 0.2400 0.0939  -0.05
C 0.4836 1.0345 -0.3752  -0.38
C -0.7301 0.7040 -0.4039  -0.42
C -1.0001 -0.7520 -0.3050  0.19
C -2.0278 -0.7493 0.6833  -0.48
H 3.1336 1.3059 0.2535  0.21
H 1.0533 1.9310 -0.2561  0.36
H -1.6630 1.3095 -0.3329  0.31
H -0.2672 -1.4296 -0.4432  0.69
H -2.0049 -1.6119 1.3648  0.30
H -2.6373 0.2103 0.8227  0.17
O 1.4945 -0.0004 -0.0964  -0.17
O -2.4307 -1.1777 -0.7793  -0.46
S 3.8472 -1.0146 -0.2263  -0.26

* spin multiplicity: 1
* Kohn-Sham gap: 8.785 eV
* SMILES string: S=CO/C=C\[C@H]1CO1


## x
A single C5H6O2S molecule. Source: the Open Molecules 2025 dataset; level of theory: ωB97M-V/def2-TZVPD.

Last column: Mulliken charge in e.
CARTESIAN COORDINATES (ANGSTROEM)
C 1.1301 -0.8055 -0.0440  -0.68
C -0.2428 -0.1684 -0.0124  1.40
C -1.2400 -0.5510 1.0604  -0.66
C -2.2515 -0.7893 -0.0705  -0.41
C -0.2202 1.3106 -0.3721  -0.19
H 1.0549 -1.8868 -0.0193  0.32
H -1.0002 -1.5833 1.4683  0.26
H -1.4362 0.1520 1.8198  0.33
H -2.9090 0.0517 -0.3332  0.23
H -2.8169 -1.7220 -0.1112  0.30
H 0.6056 1.6945 -1.0770  0.29
O -1.1213 -0.7140 -1.0181  -0.46
O -0.9909 2.0361 0.2340  -0.50
S 2.5216 -0.0788 0.0724  -0.23

* spin multiplicity: 1
* Kohn-Sham gap: 8.354 eV
* SMILES string: O=C[C@@]1(C=S)CCO1


Which structure is the most stable? The one labeled x.